This record from the OMol25 dataset describes 2 unconnected molecules or ions with the total composition C2H6NO in a non-equilibrium geometry. The level of theory is wB97M-V/def2-TZVPD.

Computed properties:
Energy ... -209.346733 hartree
Strongest force on any atom ... 1.513 eV/Å
Net charge ... +1
M ... 60.076 g/mol
E_HOMO ... -13.87 eV
Kohn-Sham gap ... 3.949 eV
Relative energy (zero: lowest compared OMol25 entry of this formula, charge and spin) ... 112.31 kcal/mol

Last column: Löwdin charge in e.
Element x y z (Å)
O 0.4924 -0.0887 -0.9834  0.159
C 1.1309 -0.4212 -0.0091  -0.221
C 2.0114 0.5076 0.6337  0.437
N -2.4133 -0.0209 -0.2615  0.149
H 1.1766 -1.4621 0.3220  0.149
H 1.9817 1.5715 0.4084  0.132
H 2.8215 0.1933 1.2876  0.128
H -1.4251 -0.2022 -0.3699  -0.020
H -2.7424 0.7143 -0.8548  0.046
H -3.0336 -0.7916 -0.1731  0.041

Cartesian forces (eV/Å) of the 3 atoms listed first:
-0.103 0.605 -0.387
-0.005 -1.505 0.151
0.553 1.199 0.224